60
Properties=species:S:1:pos:R:3 method="wB97M-V/def2-TZVPD" smiles="C[C@@H]1CCCC[C@@H]1NC(=O)CCn1ccc2cc(S(=O)(=O)N3CCCC3)ccc21" energy_ev=-44766.56225 lumo_ev=0.6087 de_lowest_kj_mol=156.86
C 4.889 2.231 0.543
C 3.562 2.427 -0.186
C 2.511 3.052 0.734
C 1.189 3.258 -0.001
C 0.672 1.936 -0.559
C 1.710 1.308 -1.486
C 3.053 1.100 -0.777
N 2.933 0.077 0.241
C 3.726 -1.006 0.310
O 4.624 -1.244 -0.469
C 3.371 -1.957 1.456
C 2.646 -3.186 0.881
N 1.633 -2.804 -0.067
C 1.755 -2.918 -1.424
C 0.708 -2.317 -2.052
C -0.116 -1.763 -1.035
C -1.272 -0.987 -1.041
C -1.772 -0.570 0.169
S -3.181 0.522 0.147
O -3.580 0.806 1.500
O -2.888 1.639 -0.706
N -4.303 -0.446 -0.668
C -5.416 0.307 -1.217
C -6.420 0.451 -0.065
C -6.142 -0.766 0.835
C -4.896 -1.431 0.216
C -1.190 -0.919 1.387
C -0.047 -1.690 1.421
C 0.501 -2.092 0.205
H 4.755 1.610 1.426
H 5.611 1.743 -0.107
H 5.295 3.190 0.857
H 3.726 3.107 -1.029
H 2.882 4.010 1.103
H 2.352 2.409 1.603
H 0.448 3.686 0.675
H 1.340 3.962 -0.822
H -0.263 2.096 -1.098
H 0.442 1.257 0.266
H 1.873 1.967 -2.341
H 1.348 0.350 -1.862
H 3.794 0.717 -1.487
H 2.180 0.194 0.899
H 4.292 -2.284 1.937
H 2.746 -1.451 2.192
H 2.195 -3.768 1.692
H 3.368 -3.814 0.356
H 2.601 -3.424 -1.847
H 0.541 -2.260 -3.108
H -1.762 -0.688 -1.953
H -5.839 -0.271 -2.045
H -5.040 1.257 -1.591
H -6.219 1.372 0.479
H -7.447 0.474 -0.427
H -5.924 -0.444 1.851
H -6.981 -1.460 0.857
H -5.168 -2.304 -0.384
H -4.159 -1.728 0.962
H -1.652 -0.555 2.290
H 0.403 -1.967 2.363